1.
Density functional theory data (wB97M-V/def2-TZVPD) for a cluster of 2 separate species, C19H32N2P in total.

Summary:
* highest occupied orbital energy: -11.0 eV
* net charge: +1
* energy relative to the best compared isomer or geometry (same formula, charge and spin): 25.2 kcal per mole
* orbital gap: 6.194 eV

CARTESIAN COORDINATES (ANGSTROEM)
C1 -2.1066 -2.7241 0.4792
C2 -1.3096 -1.6199 1.1810
C3 -2.0460 -1.0054 2.3734
C4 0.1730 -1.8219 1.3841
C5 0.9422 -0.8175 2.0256
C6 2.3471 -0.8481 2.0234
C7 3.0282 -1.8777 1.3461
C8 2.2829 -2.8282 0.6168
C9 0.8776 -2.7773 0.6373
H1 -1.7366 -3.0070 -0.5133
H2 -2.1477 -3.6266 1.0873
H3 -3.1411 -2.4130 0.3444
H4 -1.4767 -0.1657 2.8146
H5 -3.0320 -0.6060 2.0696
H6 -2.2342 -1.7478 3.1575
H7 0.4570 0.0269 2.5052
H8 2.9240 -0.0569 2.5332
H9 4.1264 -1.8909 1.3162
H10 2.8103 -3.5990 0.0403
H11 0.3242 -3.4846 0.0230
C10 -5.4631 1.0431 -1.6133
C11 -4.7682 2.2662 -1.0031
C12 -5.3593 3.5857 -1.5052
C13 -4.8572 2.1229 0.5203
N1 -3.3316 2.2947 -1.4432
P1 -2.2931 3.5576 -0.9773
H12 -1.2563 -0.8565 0.4637
N2 -1.0741 2.6100 -1.6894
C14 0.3775 2.9709 -1.5629
C15 1.2263 1.9681 -2.3489
C16 0.8262 2.8914 -0.0990
C17 0.4698 4.3858 -2.1327
C18 -1.5682 1.8967 -2.7753
C19 -2.9005 1.7121 -2.6261
H13 -5.0247 0.0887 -1.2793
H14 -6.5164 1.0697 -1.2920
H15 -5.4630 1.0417 -2.7081
H16 -4.7776 4.4209 -1.0887
H17 -5.2358 3.5799 -2.5951
H18 -6.4201 3.7443 -1.2590
H19 -4.3070 2.8890 1.0827
H20 -5.9162 2.1763 0.8204
H21 -4.4893 1.1297 0.8124
H22 0.9895 1.9420 -3.4146
H23 2.2710 2.2984 -2.2534
H24 1.1498 0.9401 -1.9646
H25 0.2234 3.4869 0.6012
H26 0.8230 1.8427 0.2311
H27 1.8680 3.2469 -0.0395
H28 -0.2135 5.0434 -1.5755
H29 1.4777 4.8223 -2.1108
H30 0.1172 4.3144 -3.1678
H31 -0.9047 1.4192 -3.4769
H32 -3.5485 1.0635 -3.1816


2.
Density functional theory data (wB97M-V/def2-TZVPD) for an isolated molecule of C19H32N6O3.

Summary:
* highest occupied orbital energy: -8.3 eV
* SMILES: CCCCCn1c(CN2CCN(CCO)CC2)nc2c1c(=O)n(C)c(=O)n2C
* energy relative to the best compared isomer or geometry (same formula, charge and spin): 34.9 kcal per mole
* orbital gap: 8.934 eV

CARTESIAN COORDINATES (ANGSTROEM)
C1 -4.3081 1.8428 -1.5841
C2 -2.8420 2.1311 -1.2822
C3 -1.9358 1.6543 -2.4173
C4 -0.4621 2.0262 -2.2430
C5 0.3333 1.0931 -1.3262
N1 -0.0992 1.1396 0.0476
C6 -0.7615 0.1953 0.7495
N2 -1.0058 0.5612 1.9978
C7 -0.4823 1.7998 2.1092
C8 0.0954 2.1952 0.9119
C9 0.7470 3.4590 0.7583
O1 1.2910 3.8901 -0.2420
N3 0.6941 4.1986 1.9446
C10 0.1163 3.8341 3.1531
O2 0.1433 4.5785 4.1093
N4 -0.4830 2.5944 3.2117
C11 -1.1029 2.1406 4.4366
H1 -0.6296 1.2161 4.7663
H2 -2.1624 1.9521 4.2643
H3 -0.9735 2.9213 5.1833
C12 1.3157 5.5130 1.9409
H4 2.1062 5.5504 2.6898
H5 1.7246 5.6797 0.9472
H6 0.5731 6.2732 2.1812
C13 -1.1986 -1.1162 0.1953
N5 -0.1005 -1.8174 -0.4503
C14 0.9404 -2.1809 0.4953
C15 2.1126 -2.8036 -0.2528
N6 1.6662 -3.9945 -0.9544
C16 0.6286 -3.6270 -1.8995
C17 -0.5473 -3.0063 -1.1519
H7 -1.3233 -2.7237 -1.8678
H8 -0.9673 -3.7517 -0.4551
H9 0.2895 -4.5252 -2.4205
H10 1.0002 -2.9043 -2.6469
C18 2.7600 -4.7389 -1.5607
H11 3.5071 -4.0827 -2.0340
C19 3.4254 -5.6191 -0.4972
O3 2.4709 -6.4096 0.1595
H12 1.7020 -5.8386 0.3017
H13 3.9675 -4.9951 0.2294
H14 4.1416 -6.2993 -0.9636
H15 2.3380 -5.3920 -2.3279
H16 2.8906 -3.0761 0.4616
H17 2.5278 -2.0605 -0.9566
H18 1.2726 -1.2809 1.0167
H19 0.5626 -2.8974 1.2447
H20 -1.6394 -1.6910 1.0260
H21 -1.9785 -0.9488 -0.5551
H22 1.3815 1.4056 -1.3518
H23 0.2549 0.0554 -1.6562
H24 -0.3752 3.0476 -1.8704
H25 0.0284 1.9923 -3.2177
H26 -2.2948 2.1097 -3.3437
H27 -2.0271 0.5713 -2.5329
H28 -2.7056 3.2066 -1.1473
H29 -2.5745 1.6435 -0.3442
H30 -4.9407 2.1873 -0.7697
H31 -4.6178 2.3475 -2.4967
H32 -4.4695 0.7744 -1.7133


3.
Density functional theory data (wB97M-V/def2-TZVPD) for a structure of composition C19H33Cl2N2O3PrS.

Summary:
* expectation value of S²: 2.004
* highest occupied orbital energy (alpha / beta): -5.8 / -5.8 eV
* spin multiplicity: 3
* energy relative to the best compared isomer or geometry (same formula, charge and spin): 0.0 kcal per mole
* orbital gap (alpha / beta): 6.146 / 6.117 eV

CARTESIAN COORDINATES (ANGSTROEM)
O1 -1.5617 -5.0691 -1.6622
C1 -0.7480 -5.8927 -2.0542
C2 -0.3465 -7.1201 -1.2999
C3 -0.7748 -7.2682 0.0261
H1 -1.3672 -6.4761 0.4805
C4 -0.4507 -8.4149 0.7437
H2 -0.7948 -8.5168 1.7727
C5 0.3102 -9.4285 0.1462
H3 0.5686 -10.3261 0.7104
C6 0.7401 -9.2906 -1.1824
H4 1.3303 -10.0830 -1.6546
C7 0.4112 -8.1377 -1.9038
H5 0.7316 -8.0093 -2.9384
H6 -0.2551 -5.7848 -3.0490
C8 3.0723 -1.1463 -0.1913
C9 2.4161 0.1689 -0.2695
H7 4.1709 -1.0903 -0.1764
H8 2.7920 -1.7952 -1.0398
H9 2.7647 -1.6919 0.7182
C10 2.8080 1.4068 -0.4467
C11 4.2366 1.8804 -0.6721
H10 2.1006 2.2501 -0.4637
H11 4.9502 1.0520 -0.5673
H12 4.5052 2.6725 0.0401
H13 4.3519 2.3189 -1.6732
Pr1 -0.1571 -0.3396 -0.0196
Cl1 0.0200 -1.1819 2.4998
Cl2 -0.1649 -2.3697 -1.6091
H14 -3.8390 -3.2230 1.1535
H15 -4.4409 -2.2156 3.3845
C12 -3.0041 -2.5196 1.0435
C13 -3.5664 -1.5638 3.2826
N1 -3.2799 -1.3380 1.8694
H16 -2.8932 -2.2422 -0.0122
C14 -3.1550 -0.1077 1.3832
O2 -2.4395 0.1672 0.3685
H17 -3.7683 -0.5975 3.7576
H18 -3.7107 0.6824 1.9127
H19 -2.0821 -3.0107 1.3831
H20 -2.7042 -2.0402 3.7681
H21 -1.4285 3.4097 -4.3976
H22 -3.2018 1.5545 -5.0798
C15 -0.7215 2.5809 -4.2539
C16 -2.4039 0.8336 -4.8797
N2 -1.4521 1.3589 -3.9145
H23 -0.0259 2.8006 -3.4389
C17 -1.2049 0.7305 -2.7784
O3 -0.3596 1.1562 -1.9272
H24 -2.8331 -0.0794 -4.4670
H25 -1.7573 -0.2093 -2.5924
H26 -0.1808 2.4401 -5.2003
H27 -1.9165 0.6094 -5.8333
C18 0.1416 4.3662 1.4060
S1 -0.6081 2.7364 1.2205
C19 -0.8998 2.3726 2.9515
H28 0.6294 4.6278 0.4600
H29 0.8741 4.3510 2.2198
H30 -0.6508 5.0962 1.6202
H31 -0.1925 2.9437 3.5672
H32 -1.9330 2.6563 3.1908
H33 -0.7527 1.2964 3.1185


4.
Density functional theory data (wB97M-V/def2-TZVPD) for a structure of composition C19H33N5OSSbSe4SiTc.

Summary:
* highest occupied orbital energy (alpha / beta): -13.1 / -13.1 eV
* net charge: +2
* energy relative to the best compared isomer or geometry (same formula, charge and spin): 0.0 kcal per mole
* orbital gap (alpha / beta): 6.342 / 6.341 eV

CARTESIAN COORDINATES (ANGSTROEM)
Tc1 0.3023 -0.4120 0.0144
N1 0.8550 1.0426 1.4573
C1 -0.1675 1.6581 2.3334
C2 -1.2488 2.3466 1.5198
C3 -2.2639 1.3726 0.9563
N2 -1.6842 0.5210 -0.1204
H1 1.5795 0.6158 2.0461
H2 1.3217 1.8091 0.9746
H3 0.3257 2.3680 3.0003
H4 -0.5934 0.8688 2.9528
H5 -0.7957 2.9396 0.7167
H6 -1.7791 3.0540 2.1578
H7 -3.1305 1.9015 0.5562
H8 -2.6212 0.7062 1.7398
H9 -1.5878 1.1097 -0.9462
H10 -2.3803 -0.1795 -0.3719
Se1 1.9791 -3.7314 3.6003
Sb1 2.9861 -1.5006 5.0198
Se2 3.8929 -0.0636 3.4021
Se3 -0.1150 -2.8416 3.6945
Se4 0.2814 -0.9252 4.8946
N3 3.6893 -0.8579 -0.8145
C4 3.1337 -1.7077 0.0598
N4 3.8265 -2.7728 0.4630
O1 1.9524 -1.5560 0.4736
H11 4.6653 -0.9045 -1.0515
H12 3.1631 -0.0472 -1.0952
H13 4.7919 -2.9115 0.2212
H14 3.4023 -3.3671 1.1577
S1 -0.7455 -2.2454 1.5323
C5 -2.4874 -2.1977 1.8826
C6 -3.0230 -1.3949 2.8880
C7 -4.3827 -1.4463 3.1482
C8 -5.2058 -2.2732 2.3935
C9 -4.6699 -3.0644 1.3873
C10 -3.3051 -3.0456 1.1396
H15 -2.3857 -0.7387 3.4696
H16 -4.8007 -0.8384 3.9384
H17 -6.2667 -2.3087 2.5984
H18 -5.3094 -3.7175 0.8100
H19 -2.8748 -3.6939 0.3872
C11 0.2996 -2.1255 -2.1348
Si1 0.5526 -0.4650 -2.9760
C12 2.0247 -0.2816 -4.0766
C13 -1.0269 -0.0295 -3.8537
N5 0.8066 0.5514 -1.5039
C14 1.1004 1.9458 -1.6127
C15 0.2271 2.7827 -2.3040
C16 0.4832 4.1439 -2.3894
C17 1.6193 4.6821 -1.8025
C18 2.5035 3.8498 -1.1305
C19 2.2455 2.4897 -1.0329
H20 -0.3063 -2.7747 -2.7686
H21 -0.2944 -2.0812 -1.1923
H22 1.2268 -2.6457 -1.9036
H23 1.9002 -0.8677 -4.9889
H24 2.9449 -0.6126 -3.5946
H25 2.1437 0.7624 -4.3724
H26 -1.2768 -0.8630 -4.5150
H27 -0.9444 0.8587 -4.4797
H28 -1.8734 0.1011 -3.1754
H29 -0.6561 2.3723 -2.7781
H30 -0.2041 4.7825 -2.9271
H31 1.8213 5.7411 -1.8771
H32 3.4005 4.2559 -0.6835
H33 2.9585 1.8565 -0.5142


5.
Density functional theory data (wB97M-V/def2-TZVPD) for a structure of composition C19H33N5P2PtS.

Summary:
* highest occupied orbital energy: -14.2 eV
* net charge: +2
* energy relative to the best compared isomer or geometry (same formula, charge and spin): 0.0 kcal per mole
* orbital gap: 8.141 eV

CARTESIAN COORDINATES (ANGSTROEM)
Pt1 -1.0655 1.5934 0.1699
C1 -2.6330 -1.3836 0.8245
P1 -1.4747 -0.5909 -0.2830
C2 0.0605 -1.5099 -0.1200
N1 0.0292 -2.8225 -0.0567
C3 1.2330 -3.4583 -0.0539
C4 1.2742 -4.8730 0.0272
C5 2.4765 -5.5016 -0.0138
C6 3.6912 -4.7606 -0.1396
C7 3.6798 -3.4047 -0.2150
C8 2.4364 -2.7217 -0.1648
N2 2.4216 -1.3613 -0.2001
C9 1.2455 -0.7728 -0.1420
P2 1.1351 1.0491 -0.0453
C10 1.9333 1.6436 -1.5370
C11 2.1554 1.5917 1.4133
C12 1.4549 1.0669 2.6730
C13 3.5898 1.0472 1.3458
C14 2.2548 3.1254 1.4400
C15 -2.0800 -0.8378 -2.0172
C16 -1.1782 -0.0447 -2.9672
C17 -2.0377 -2.3240 -2.3855
C18 -3.5202 -0.3111 -2.1050
H1 -2.7450 -2.4273 0.5302
H2 -3.6126 -0.9017 0.7862
H3 -2.2354 -1.3481 1.8371
H4 0.3427 -5.4174 0.1123
H5 2.5202 -6.5822 0.0446
H6 4.6336 -5.2928 -0.1733
H7 4.5901 -2.8258 -0.3070
H8 2.9256 1.1966 -1.5965
H9 2.0174 2.7312 -1.4985
H10 1.3560 1.3638 -2.4134
H11 1.3725 -0.0239 2.6697
H12 0.4561 1.4928 2.7875
H13 2.0437 1.3497 3.5479
H14 3.6440 -0.0320 1.3499
H15 4.1082 1.4200 2.2339
H16 4.1294 1.4196 0.4733
H17 1.2895 3.6289 1.4161
H18 2.8781 3.5056 0.6287
H19 2.7394 3.4101 2.3767
H20 -0.1593 -0.4344 -2.9618
H21 -1.1543 1.0164 -2.7222
H22 -1.5589 -0.1462 -3.9864
H23 -1.0247 -2.7202 -2.3749
H24 -2.4299 -2.4356 -3.3993
H25 -2.6531 -2.9357 -1.7239
H26 -3.5975 0.7295 -1.7758
H27 -4.2211 -0.9258 -1.5375
H28 -3.8394 -0.3279 -3.1487
N3 -3.0980 1.9932 0.8286
N4 -3.2682 3.2390 1.4534
C19 -2.3532 4.2009 1.3018
N5 -2.6274 5.3801 1.8378
S1 -0.8775 3.9462 0.4617
H29 -3.7571 1.9271 0.0544
H30 -3.3035 1.2528 1.4921
H31 -4.1670 3.4263 1.8763
H32 -3.5039 5.5916 2.2888
H33 -1.9414 6.1169 1.7823


6.
Density functional theory data (wB97M-V/def2-TZVPD) for a structure of composition C19H34AlBBr6Cl3F3NNbO4PS.

Summary:
* highest occupied orbital energy: -10.3 eV
* net charge: +1
* orbital gap: 4.324 eV

CARTESIAN COORDINATES (ANGSTROEM)
C1 -1.7162 -4.2759 -7.3509
C2 -1.9552 -3.0765 -6.2161
O1 -0.6941 -2.3550 -5.9721
C3 -0.9545 -0.9008 -5.7206
C4 -1.2611 -0.6665 -4.1171
O2 -2.3063 0.3289 -3.8326
C5 -1.8380 1.3152 -2.8046
Nb1 -1.8460 0.3341 -0.6977
C6 -1.5843 2.3594 0.2988
C7 -0.8461 2.3463 1.7602
O3 0.5602 1.8628 1.7341
C8 1.0993 1.7025 3.0938
C9 2.6922 2.1440 3.2440
F1 3.5057 0.8869 3.1542
F2 3.1702 3.0394 2.1621
F3 2.8936 2.7889 4.5800
P1 -4.4089 0.7465 -0.5519
S1 -4.9320 2.5102 -1.1953
B1 -1.9510 -0.8193 1.2678
N1 -3.1865 -1.7155 1.5287
O4 -0.9213 -0.8217 2.3253
C10 0.4381 -0.0282 -0.8649
C11 1.1570 -1.4473 -0.4562
C12 2.7916 -1.5565 -0.5737
C13 3.7194 -0.2807 -1.0779
C14 3.0310 1.1619 -1.5310
C15 1.3765 1.2465 -1.4030
H1 -0.6038 -4.2884 -7.7420
H2 -1.9653 -5.3358 -6.8972
H3 -2.4684 -4.0555 -8.2495
H4 -2.2984 -3.6381 -5.2402
H5 -2.8206 -2.3869 -6.6503
H6 -1.7706 -0.4554 -6.4312
H7 0.0670 -0.3611 -6.0187
H8 -0.2290 -0.4665 -3.6032
H9 -1.6379 -1.7155 -3.6983
H10 -2.5851 2.2154 -2.8556
H11 -0.7780 1.7028 -3.1171
H12 -2.2109 -1.2339 -1.5563
H13 -0.9037 3.0161 -0.4287
H14 -2.5836 2.9786 0.4249
H15 -1.4844 1.8242 2.6229
H16 -0.7717 3.4879 2.1024
H17 0.4491 2.2405 3.9047
H18 1.0767 0.5381 3.3328
H19 -5.1038 -0.3283 -1.2140
H20 -4.7162 0.7352 0.8849
H21 -3.7621 -1.8035 0.6426
H22 -2.7585 -2.6852 1.6272
H23 -0.5961 -1.7814 2.4607
H24 0.4649 -2.3106 -0.0733
H25 3.3546 -2.5359 -0.2608
H26 4.9011 -0.3415 -1.1334
H27 3.6572 2.1019 -1.8868
H28 0.9018 2.2952 -1.7072
Al1 -2.2846 -4.4087 2.5235
Br1 -1.1815 6.7999 7.3158
C16 -0.2154 5.1057 7.3419
C17 0.0622 4.6113 5.9418
Br2 -1.5417 3.8606 5.1248
H29 -0.8108 4.4085 7.9378
H30 0.7194 5.3191 7.8681
H31 0.7839 3.7901 5.9586
H32 0.4259 5.3937 5.2697
C18 3.1971 -1.3064 5.9637
Cl1 1.6874 -1.7878 5.1707
Cl2 2.9541 0.1624 6.9246
Cl3 3.8121 -2.6206 6.9805
H33 3.9394 -1.0930 5.1903
Br3 -4.4358 1.0034 -3.7587
C19 4.9277 -4.6994 -2.3610
Br4 4.3961 -5.8680 -0.8995
Br5 4.2589 -5.3329 -4.0743
Br6 4.4269 -2.8495 -2.0276
H34 6.0211 -4.7302 -2.4134


7.
Density functional theory data (wB97M-V/def2-TZVPD) for a structure of composition C19H34B2Cl42InN4O2.

Summary:
* highest occupied orbital energy: -3.6 eV
* net charge: -1
* orbital gap: 5.037 eV

CARTESIAN COORDINATES (ANGSTROEM)
C1 1.3910 -3.7343 2.3546
C2 2.6945 -2.7434 2.1977
C3 2.5447 -1.6229 0.9870
N1 1.0705 -1.3442 0.7969
In1 0.3520 0.1452 2.1988
N2 0.6590 -0.3809 4.2501
B1 1.2381 2.2050 1.8496
N3 2.1824 2.9544 2.7952
O1 0.8874 2.9273 0.5779
B2 -1.9444 0.1622 1.9016
O2 -2.6477 1.4542 1.7562
N4 -2.5864 -1.2203 1.8429
C4 -2.4650 -1.8218 0.4605
C5 -4.0041 -1.2261 2.3691
H1 0.8045 -3.9153 1.3330
H2 1.7492 -4.8050 2.7191
H3 0.6725 -3.2166 3.1499
H4 2.8913 -2.1307 3.1833
H5 3.7013 -3.3536 1.9997
H6 3.2054 -0.6685 1.1348
H7 2.9574 -2.1667 0.0076
H8 0.8556 -1.0543 -0.1897
H9 0.8070 0.4437 4.8725
H10 1.3749 -1.1278 4.3859
H11 2.8047 3.5081 2.1365
H12 2.8166 2.2119 3.1909
H13 0.8485 2.1954 -0.1275
H14 -2.3874 1.9378 0.9166
H15 -3.4431 -1.6346 -0.1540
H16 -2.2822 -2.9816 0.6012
H17 -1.5199 -1.3017 -0.0454
H18 -4.5903 -0.2220 2.2378
H19 -4.0030 -1.5721 3.5078
H20 -4.5756 -2.0865 1.7776
C6 -6.0505 -2.9419 5.7987
Cl1 -4.3345 -2.8099 6.2203
Cl2 -6.6360 -1.4257 5.0929
Cl3 -6.3146 -4.2911 4.6812
H21 -6.6159 -3.1368 6.7136
C7 -4.9745 4.4370 1.3470
Cl4 -3.8564 5.7038 0.8134
Cl5 -5.8032 4.9253 2.8351
Cl6 -6.1494 4.0672 0.0733
H22 -4.3966 3.5329 1.5554
C8 -8.1432 1.1666 -2.1556
Cl7 -8.2466 0.3104 -3.7035
Cl8 -7.1320 0.2658 -1.0129
Cl9 -7.5083 2.8038 -2.3914
H23 -9.1500 1.2446 -1.7373
C9 5.7282 -2.6500 -1.5384
Cl10 6.5897 -1.5688 -0.4299
Cl11 4.8668 -3.9082 -0.6358
Cl12 4.6032 -1.7322 -2.5538
H24 6.4623 -3.1335 -2.1879
C10 -2.3991 -1.9416 -3.7435
Cl13 -3.8897 -1.1918 -3.1471
Cl14 -1.2782 -2.2474 -2.4057
Cl15 -2.7616 -3.4453 -4.6076
H25 -1.9212 -1.2498 -4.4419
C11 -3.6267 -3.5732 -8.3904
Cl16 -5.2003 -4.2452 -8.8508
Cl17 -2.3491 -4.2030 -9.4442
Cl18 -3.6651 -1.8028 -8.4489
H26 -3.4086 -3.8791 -7.3640
C12 -0.5885 -5.7838 -0.6400
Cl19 0.5297 -4.5170 -1.1736
Cl20 -1.4172 -5.2955 0.8481
Cl21 -1.7633 -6.1535 -1.9137
H27 -0.0106 -6.6878 -0.4316
C13 4.2572 1.4346 6.1362
Cl22 4.2996 0.8138 4.4771
Cl23 3.1636 2.8239 6.2526
Cl24 3.7664 0.1601 7.2649
H28 5.2635 1.7649 6.4062
C14 4.1733 -1.8358 -6.3631
Cl25 2.5997 -2.5078 -6.8235
Cl26 5.4509 -2.4656 -7.4169
Cl27 4.1349 -0.0654 -6.4216
H29 4.3914 -2.1417 -5.3367
C15 4.4371 3.9014 -6.4299
Cl28 5.9103 2.9953 -6.8155
Cl29 3.0182 2.8428 -6.5055
Cl30 4.5690 4.6518 -4.8303
H30 4.3157 4.6937 -7.1730
C16 7.8009 2.6727 3.3784
Cl31 6.3103 3.4225 3.9748
Cl32 8.9218 2.3669 4.7162
Cl33 7.4384 1.1690 2.5144
H31 8.2788 3.3645 2.6800
C17 4.7371 5.1139 -10.6791
Cl34 6.2103 4.2078 -11.0647
Cl35 3.3182 4.0553 -10.7547
Cl36 4.8690 5.8642 -9.0795
H32 4.6157 5.9062 -11.4222
C18 3.1483 6.8236 1.8034
Cl37 4.3904 5.5914 1.5230
Cl38 3.5304 7.7742 3.2491
Cl39 2.9885 7.8790 0.3892
H33 2.1927 6.3186 1.9659
C19 -8.8517 -1.6643 8.9731
Cl40 -7.6096 -2.8965 8.6927
Cl41 -8.4696 -0.7137 10.4188
Cl42 -9.0115 -0.6089 7.5589
H34 -9.8073 -2.1693 9.1356


Number 1: molecular weight 319.45 u. Number 2: molecular weight 392.50 u. Number 3: molecular weight 581.37 u. Number 4: molecular weight 943.26 u. Number 5: molecular weight 620.60 u. Number 6: molecular weight 1177.00 u. Number 7: molecular weight 1975.97 u.